C10H12N2O2 | ωB97M-V/def2-TZVPD

```
26
Properties=species:S:1:pos:R:3
C -3.082 -1.213 -0.090
C -2.316 -2.395 -0.157
C -2.435 0.026 -0.077
C -0.935 -2.353 -0.117
C -1.029 0.080 0.064
C -0.230 -1.135 -0.016
C 1.982 -0.120 -0.350
C -0.419 1.419 0.286
C 0.552 1.509 1.214
C -0.941 2.649 -0.433
N 1.112 -1.174 0.043
N 3.235 -0.368 -0.032
O 4.017 0.626 -0.546
O 3.621 -1.372 0.658
H -4.213 -1.242 -0.123
H -2.865 -3.356 -0.130
H -3.003 0.973 0.015
H -0.245 -3.214 -0.130
H 1.665 0.555 -1.161
H 1.200 2.410 1.206
H 4.956 0.273 -0.616
H 1.048 0.589 1.676
H -1.906 3.066 -0.066
H -1.107 2.396 -1.510
H -0.193 3.394 -0.051
H 1.533 -2.024 0.442
```

## Properties
frontier orbital gap	8.21	eV
SMILES	C=C(C)c1ccccc1N/C=[N+](\[O-])O
net charge	0
energy relative to the best compared isomer or geometry (same formula, charge and spin)	4.750	eV

=====

C13H27BINO6S | ωB97M-V/def2-TZVPD

```
50
Properties=species:S:1:pos:R:3
C 2.938 0.000 -1.373
C 2.885 0.585 0.035
C 2.162 -0.238 1.115
I 2.598 0.790 2.966
C 0.674 -0.629 0.880
C 0.654 -1.734 -0.206
C -0.184 -2.952 0.107
C -0.252 -3.907 -1.110
N -0.498 -3.300 -2.414
O 0.291 -1.310 2.135
S -0.776 -0.549 3.010
O -0.258 -0.262 4.298
O -2.018 -1.231 2.948
O -0.791 0.766 2.121
C -0.452 0.412 0.744
C -0.234 1.667 -0.150
C -0.346 3.031 0.565
C -1.026 4.001 -0.428
C 1.003 3.631 0.980
B -1.861 -0.118 0.105
O -3.057 0.158 0.742
O -1.884 -0.716 -1.123
C -3.101 -1.370 -1.512
H 3.517 0.660 -2.016
H 3.419 -0.977 -1.376
H 1.950 -0.120 -1.812
H 2.493 1.596 0.040
H 3.913 0.687 0.382
H 2.685 -1.182 1.234
H 1.678 -2.064 -0.368
H 0.335 -1.268 -1.134
H -1.208 -2.691 0.378
H 0.250 -3.533 0.917
H 0.723 -4.394 -1.176
H -0.991 -4.682 -0.914
H 0.360 -3.091 -2.896
H -1.073 -2.473 -2.358
H 0.708 1.609 -0.688
H -1.004 1.665 -0.923
H -0.998 2.982 1.432
H -2.081 3.728 -0.525
H -1.004 5.024 -0.064
H -0.581 3.917 -1.418
H 0.893 4.714 1.039
H 1.340 3.300 1.957
H 1.765 3.459 0.222
H -3.341 1.052 0.530
H -2.884 -1.988 -2.381
H -3.855 -0.642 -1.797
H -3.476 -2.015 -0.723
```

## Properties
frontier orbital gap	9.46	eV
SMILES	CC[C@@H](I)[C@@]1(CCCN)OS(=O)(=O)O[C@]1(CC(C)C)B(O)OC
net charge	0

=====

The records above yield HOMO energy values of -7.69 -9.20 eV, respectively.